Record 1
46
Properties=species:S:1:pos:R:3 method="wB97M-V/def2-TZVPD" e_above_lowest_kj_mol=0.0 orbital_gap_ev=9.291 smiles="CCc1cccc(C)c1NC(=O)CN(C)Cc1ccc(Br)cc1"
C -1.419 -2.059 -1.791
H -2.343 -2.420 -1.345
H -1.399 -0.973 -1.725
H -1.416 -2.327 -2.845
C -0.206 -2.675 -1.088
C 1.074 -2.131 -1.664
C 1.678 -2.783 -2.728
C 2.837 -2.287 -3.296
C 3.386 -1.113 -2.817
C 2.802 -0.423 -1.763
C 1.652 -0.956 -1.173
N 1.035 -0.296 -0.086
C 1.609 0.017 1.099
O 2.778 -0.126 1.381
C 0.586 0.612 2.069
N -0.637 -0.176 2.062
C -0.437 -1.437 2.751
H 0.438 -1.936 2.335
H -0.275 -1.305 3.830
H -1.311 -2.072 2.603
C -1.766 0.563 2.616
C -2.148 1.695 1.703
C -2.486 1.423 0.382
C -2.826 2.440 -0.489
C -2.832 3.746 -0.026
C -2.502 4.042 1.284
C -2.157 3.012 2.142
H -1.896 3.241 3.165
H -2.511 5.064 1.630
Br -3.305 5.159 -1.216
H -3.088 2.226 -1.513
H -2.488 0.399 0.039
H -1.551 0.944 3.628
H -2.607 -0.134 2.690
H 1.045 0.678 3.068
H 0.355 1.626 1.727
H 0.023 -0.286 -0.071
C 3.384 0.875 -1.302
H 2.601 1.618 -1.159
H 4.103 1.249 -2.026
H 3.886 0.740 -0.344
H 4.279 -0.713 -3.274
H 3.306 -2.810 -4.116
H 1.239 -3.695 -3.106
H -0.231 -3.757 -1.228
H -0.260 -2.478 -0.016

Record 2
52
Properties=species:S:1:pos:R:3 method="wB97M-V/def2-TZVPD" e_above_lowest_kj_mol=95.5 orbital_gap_ev=5.902
Mg -1.408 -0.701 -1.264
Cl 1.245 -0.053 1.267
C 2.631 0.844 1.879
Cl 3.067 2.212 0.825
H 3.484 0.180 1.935
H 2.377 1.250 2.850
C -2.489 4.146 -1.651
N -2.231 3.203 -0.583
C -1.825 3.510 0.699
C -1.699 2.322 1.347
N -2.028 1.282 0.510
C -2.357 1.849 -0.645
S -2.822 1.011 -2.117
H -1.922 5.054 -1.462
H -3.550 4.386 -1.714
H -2.169 3.716 -2.597
H -1.669 4.526 1.018
H -1.400 2.150 2.368
H -1.906 -0.743 0.980
C -0.760 -3.951 -0.799
C -0.740 -3.801 0.693
C -0.254 -4.808 1.514
C -0.277 -4.682 2.896
C -0.809 -3.525 3.454
C -1.298 -2.494 2.668
C -1.884 -1.247 3.274
C -1.255 -2.616 1.261
N -1.689 -1.619 0.441
H -0.387 -4.928 -1.109
H -0.136 -3.199 -1.308
H -1.776 -3.832 -1.189
H 0.138 -5.712 1.060
H 0.101 -5.474 3.528
H -0.848 -3.417 4.533
H -1.911 -1.319 4.361
H -2.900 -1.070 2.911
H -1.302 -0.359 3.006
N 3.433 3.527 -2.463
C 2.210 2.992 -2.730
O 1.279 3.647 -3.147
C 2.075 1.515 -2.489
C 3.135 0.624 -2.435
C 2.885 -0.712 -2.167
C 1.582 -1.106 -1.939
N 0.549 -0.258 -2.021
C 0.792 1.024 -2.303
H 3.504 4.529 -2.528
H 4.086 3.051 -1.866
H 4.151 0.956 -2.613
H 3.685 -1.436 -2.113
H 1.355 -2.128 -1.662
H -0.064 1.684 -2.365

Record 3
53
Properties=species:S:1:pos:R:3 method="wB97M-V/def2-TZVPD" charge=+1 orbital_gap_ev=4.230
O 0.734 3.201 4.148
C -0.061 4.089 3.782
I -0.132 5.990 4.875
C -0.978 3.789 2.476
C -1.717 2.391 2.785
C -2.855 2.365 3.646
Cl -3.459 3.905 4.380
C -3.483 0.912 3.914
O -4.702 0.668 3.980
C -2.393 -0.271 4.048
C -2.587 -1.415 5.156
O -1.795 -2.592 4.870
C -0.647 -2.667 5.673
F 0.254 -1.588 5.504
F -0.923 -2.746 7.064
F 0.079 -3.848 5.368
C -1.269 -0.256 3.170
C -1.221 0.995 2.155
O -0.861 0.872 0.962
H -1.712 4.625 2.249
H -0.227 3.584 1.633
H -3.703 -1.684 5.259
H -2.311 -0.921 6.163
H -0.464 -1.065 3.178
C 2.327 -2.318 -2.570
C 2.365 -0.764 -2.627
C 1.380 -0.138 -1.602
C -0.085 -0.233 -2.007
C -0.294 0.311 -3.417
C 0.637 -0.365 -4.452
N 2.072 -0.330 -4.025
O 2.504 0.896 -4.164
C 0.158 -1.819 -4.673
C 0.420 0.294 -5.838
C 3.800 -0.410 -2.149
H 2.437 -2.760 -3.565
H 3.154 -2.732 -1.989
H 1.409 -2.699 -2.123
H 1.620 0.924 -1.466
H 1.513 -0.606 -0.622
H -0.434 -1.267 -1.939
H -0.697 0.340 -1.304
H -1.339 0.172 -3.706
H -0.125 1.394 -3.407
H 0.820 -2.351 -5.370
H -0.843 -1.838 -5.108
H 0.091 -2.410 -3.762
H 0.614 1.371 -5.831
H -0.616 0.172 -6.166
H 1.061 -0.167 -6.595
H 4.557 -0.816 -2.829
H 3.984 -0.844 -1.162
H 3.964 0.663 -2.048

Record 4
52
Properties=species:S:1:pos:R:3 method="wB97M-V/def2-TZVPD" multiplicity=6 e_above_lowest_kj_mol=31.3 charge=-1 orbital_gap_ev="3.636 / 7.857"
Ho 0.320 0.174 -0.819
C -2.325 1.323 -6.061
C -2.054 0.001 -5.365
O -2.687 -0.035 -4.078
P -1.725 0.043 -2.765
S -0.637 -1.632 -2.695
S -0.838 1.824 -2.646
O -2.865 0.027 -1.615
C -3.911 -0.956 -1.606
C -5.197 -0.395 -2.188
H -1.737 1.374 -6.980
H -2.033 2.144 -5.408
H -3.384 1.421 -6.305
H -0.979 -0.162 -5.257
H -2.465 -0.833 -5.938
H -4.047 -1.227 -0.559
H -3.585 -1.844 -2.153
H -5.551 0.446 -1.590
H -5.966 -1.171 -2.202
H -5.024 -0.049 -3.204
C 5.162 -0.155 -2.822
C 4.586 -1.305 -2.301
C 3.320 -1.253 -1.729
C 2.564 -0.070 -1.634
C 3.194 1.070 -2.173
C 4.457 1.038 -2.754
H 6.146 -0.188 -3.276
H 5.124 -2.247 -2.352
H 2.896 -2.181 -1.349
H 2.670 2.023 -2.138
H 4.893 1.946 -3.159
C 0.444 -2.086 5.979
C 0.301 -0.610 5.740
C -0.287 0.220 6.680
C -0.430 1.577 6.431
Cl -1.163 2.594 7.640
C -0.009 2.122 5.235
C 0.586 1.302 4.285
C 0.763 -0.052 4.540
O 1.355 -0.920 3.683
C 1.896 -0.398 2.483
C 0.823 0.085 1.499
O -0.059 -0.740 1.119
O 0.895 1.263 1.048
H -0.049 -2.378 6.905
H 1.496 -2.373 6.035
H 0.007 -2.645 5.151
H -0.639 -0.198 7.614
H -0.153 3.174 5.032
H 0.880 1.727 3.334
H 2.420 -1.230 2.013
H 2.598 0.414 2.675

Record 5
52
Properties=species:S:1:pos:R:3 method="wB97M-V/def2-TZVPD" multiplicity=5 charge=-2 orbital_gap_ev="2.009 / 5.553"
C -2.842 -3.006 -0.707
I -0.074 -2.670 -1.594
H -2.933 -3.677 -1.578
H -3.589 -2.215 -0.781
H -2.783 -3.611 0.178
C 3.875 -1.426 0.995
C 4.001 -1.286 -0.347
N 2.721 -1.081 -0.850
C 1.817 -1.138 0.143
N 2.510 -1.325 1.277
H 4.606 -1.568 1.765
H 4.858 -1.295 -0.998
C -2.999 2.387 0.083
C -1.788 0.508 -0.194
N -2.172 1.456 0.692
H -3.617 2.492 -2.039
N -2.324 0.909 -1.381
H -3.419 3.216 0.629
Rh -0.221 -0.758 0.009
C -1.765 -1.600 0.724
O -2.518 -1.736 1.617
C -3.098 2.039 -1.207
C -2.204 0.267 -2.669
H -2.236 1.033 -3.450
H -3.040 -0.430 -2.824
H -1.264 -0.286 -2.753
C -1.836 1.549 2.102
H -2.760 1.815 2.629
H -1.095 2.349 2.254
H -1.431 0.605 2.484
C 1.973 -1.380 2.629
H 2.550 -2.115 3.197
H 0.913 -1.648 2.608
H 2.082 -0.398 3.100
C 2.464 -0.871 -2.263
H 1.830 0.005 -2.414
H 1.967 -1.757 -2.680
H 3.424 -0.718 -2.754
Cl 3.297 6.933 2.152
C 2.676 5.488 1.455
C 2.094 5.515 0.182
C 1.558 4.351 -0.350
C 1.602 3.155 0.370
C 2.229 3.110 1.615
C 2.761 4.275 2.163
C 0.943 1.914 -0.189
O 0.611 1.812 -1.388
O 0.789 1.007 0.735
H 2.051 6.451 -0.371
H 1.098 4.338 -1.333
H 2.292 2.158 2.152
H 3.228 4.256 3.143

Record 6
57
Properties=species:S:1:pos:R:3 method="wB97M-V/def2-TZVPD" e_above_lowest_kj_mol=70.6 charge=+2 orbital_gap_ev="7.414 / 7.427"
Mo 0.316 -1.403 -0.246
N -0.624 -1.080 1.730
C 0.068 0.047 2.403
C 1.518 0.089 1.970
O 2.373 0.688 2.550
N 1.752 -0.670 0.805
C 3.137 -0.845 0.402
C 3.129 -1.874 -0.711
O 4.052 -2.273 -1.330
O 1.832 -2.285 -0.950
H -0.630 -1.904 2.326
H -1.598 -0.818 1.584
H -0.405 0.977 2.089
H 0.016 -0.022 3.488
H 3.577 0.081 0.029
H 3.754 -1.183 1.236
O -2.851 1.540 -4.305
C -2.560 0.324 -4.770
O -2.894 -0.051 -5.851
C -1.779 -0.572 -3.853
C -1.432 -1.908 -4.129
Cl -1.801 -2.847 -5.466
N -0.765 -2.400 -3.067
N -0.682 -1.458 -2.115
C -1.285 -0.362 -2.574
C -1.299 0.719 -1.548
O -1.872 1.779 -1.698
O -0.669 0.369 -0.453
C -0.252 -3.700 -2.746
C -0.391 -4.123 -1.429
C 0.162 -5.329 -1.035
C 0.831 -6.110 -1.969
C 0.968 -5.671 -3.277
C 0.433 -4.453 -3.678
H -2.486 1.717 -3.416
H -0.943 -3.517 -0.703
H 0.061 -5.668 -0.013
H 1.253 -7.060 -1.671
H 1.511 -6.272 -3.994
H 0.578 -4.096 -4.688
N -4.723 4.526 0.941
C -5.552 3.294 0.680
C -4.882 2.090 1.332
N -3.495 1.907 0.923
C -2.710 3.113 1.160
C -3.294 4.350 0.491
H -4.738 4.738 1.942
H -5.140 5.331 0.470
H -5.608 3.186 -0.403
H -6.552 3.477 1.072
H -5.463 1.202 1.086
H -4.915 2.196 2.421
H -3.445 1.681 -0.066
H -1.702 2.971 0.774
H -2.635 3.277 2.240
H -3.320 4.233 -0.593
H -2.752 5.259 0.743